(1)
The following is a DFT calculation (the ωB97M-V functional and the def2-TZVPD basis) of C42H32Cl68N4O3 as an isolated structure at a distorted geometry.

Properties
Charge: 0
Relative energy (zero: lowest compared OMol25 entry of this formula, charge and spin) in kcal per mole: 0.00
Highest occupied orbital energy in eV: -8.82

Each line ends with the Löwdin charge.
Element x y z (Å)
C (-1.13589, 2.69252, 2.39075)  -0.1621
O (-2.26166, 2.54649, 1.51832)  -0.1857
C (-1.95526, 1.56462, 0.53220)  -0.2487
C (-3.09719, 0.54172, 0.36709)  -0.1712
C (-2.62756, -0.61562, -0.57962)  -0.2071
C (-2.93433, -2.00000, 0.06301)  -0.1968
C (-3.44433, -3.09048, -0.91497)  -0.2028
C (-2.41153, -4.14388, -1.31158)  -0.3044
C (-2.80494, -5.12967, -2.29876)  -0.1137
C (-1.93287, -6.11130, -2.73246)  -0.2741
N (-2.29000, -7.06007, -3.69854)  0.1285
C (-0.64483, -6.12035, -2.19845)  -0.0384
C (-0.23874, -5.20131, -1.23830)  -0.0671
C (-1.13430, -4.24439, -0.80912)  -0.0028
C (1.18815, -5.26829, -0.72473)  -0.2849
O (1.48062, -5.12112, 0.44477)  0.1220
C (2.20364, -5.54521, -1.81678)  -0.2057
C (3.42566, -4.92409, -1.84800)  0.0066
C (4.27173, -5.21043, -2.91681)  -0.0097
C (3.85604, -6.09929, -3.89484)  -0.2120
C (4.75684, -6.38887, -5.11423)  -0.1358
C (5.35025, -5.06246, -5.64948)  -0.2007
C (4.29474, -3.96833, -5.92259)  -0.1616
C (4.64452, -2.63352, -5.19140)  -0.1957
N (4.65474, -1.48215, -6.13849)  0.0201
C (5.42884, -0.39505, -5.67855)  -0.5437
N (6.66461, -0.42916, -5.37614)  0.1211
N (4.74583, 0.87122, -5.58998)  0.0202
C (2.63108, -6.75880, -3.83964)  0.0232
C (1.79399, -6.47501, -2.77684)  -0.2161
C (0.41281, -7.10309, -2.63729)  -0.2926
O (0.20724, -8.28648, -2.83046)  0.0945
H (-0.25957, 3.05970, 1.83472)  0.0834
H (-1.45448, 3.36807, 3.19233)  0.0698
H (-0.90040, 1.72026, 2.86893)  -0.0167
H (-1.75435, 2.08854, -0.41774)  0.1305
H (-1.04935, 0.98904, 0.79227)  0.1149
H (-3.37835, 0.16565, 1.35456)  0.0694
H (-3.92586, 1.07602, -0.11744)  0.0882
H (-1.54788, -0.44571, -0.71669)  0.1031
H (-3.13881, -0.52405, -1.54508)  0.0117
H (-2.05950, -2.29543, 0.65229)  0.0904
H (-3.74164, -1.83008, 0.79031)  0.0728
H (-4.35574, -3.56149, -0.52375)  0.0974
H (-3.75761, -2.57321, -1.82965)  0.0440
H (-3.82183, -5.09198, -2.69298)  0.1167
H (-3.29066, -7.21599, -3.73708)  0.0921
H (-1.86315, -7.95511, -3.47596)  0.0822
H (-0.77275, -3.53921, -0.06008)  0.1209
H (3.71504, -4.23179, -1.05955)  0.1331
H (5.25508, -4.76027, -3.02315)  0.1183
H (4.09595, -6.82034, -5.88241)  0.1125
H (5.50678, -7.15653, -4.88739)  0.1204
H (6.13228, -4.74580, -4.94521)  0.0948
H (5.87658, -5.29752, -6.58661)  0.1103
H (4.25023, -3.69797, -6.98604)  0.1074
H (3.27431, -4.25028, -5.63366)  0.1016
H (5.60826, -2.70085, -4.67538)  0.0937
H (3.90571, -2.39451, -4.40792)  0.1160
H (3.69925, -1.13355, -6.16094)  0.1086
H (7.01489, -1.37922, -5.51296)  0.0407
H (4.80413, 1.25553, -6.53494)  0.0805
H (5.34496, 1.47091, -5.03946)  -0.0132
H (2.31304, -7.45737, -4.61087)  0.1375
C (-6.66588, -0.81700, -2.15409)  -2.0199
Cl (-8.16704, 0.11418, -2.09779)  0.5404
Cl (-6.37383, -1.56067, -0.57777)  0.5894
Cl (-6.79554, -2.07752, -3.38748)  0.5158
Cl (-5.31660, 0.24811, -2.55316)  0.5818
C (3.17756, -9.25261, 0.35846)  -1.9916
Cl (4.22496, -8.43244, 1.52428)  0.5295
Cl (4.06637, -10.58408, -0.39850)  0.5234
Cl (1.75406, -9.89231, 1.19219)  0.5305
Cl (2.66542, -8.09775, -0.88634)  0.7493
C (1.05622, 5.70049, 4.70188)  -2.0228
Cl (0.95320, 5.91623, 2.94799)  0.5319
Cl (-0.18387, 6.68246, 5.48915)  0.5118
Cl (0.79929, 3.99564, 5.10342)  0.5343
Cl (2.65335, 6.20124, 5.26250)  0.4976
C (2.21613, 8.16704, 8.68353)  -2.0159
Cl (3.63619, 7.11634, 8.60719)  0.5030
Cl (2.24084, 9.07836, 10.19893)  0.5248
Cl (2.23032, 9.28719, 7.31503)  0.4808
Cl (0.74709, 7.18358, 8.61198)  0.5145
C (-8.81225, -5.80508, -4.54009)  -2.0460
Cl (-9.73578, -5.69160, -3.04123)  0.5120
Cl (-9.11859, -4.37167, -5.53225)  0.5190
Cl (-7.08305, -5.90809, -4.16659)  0.5044
Cl (-9.31532, -7.24966, -5.42344)  0.5041
C (-1.21619, -1.10600, 4.75439)  -2.0129
Cl (-2.67970, -1.16635, 3.76617)  0.5653
Cl (0.00125, -2.19139, 4.07169)  0.5373
Cl (-0.58522, 0.54934, 4.77335)  0.5685
Cl (-1.59703, -1.60977, 6.40458)  0.5043
C (2.84972, 13.42093, 6.34061)  -2.0035
Cl (1.28181, 14.23753, 6.41510)  0.5362
Cl (3.21369, 12.69597, 7.91666)  0.4421
Cl (2.79865, 12.15144, 5.11391)  0.4734
Cl (4.10597, 14.59208, 5.92542)  0.5462
C (-0.15529, -3.66980, 9.35945)  -2.0407
Cl (-1.71944, -2.84224, 9.43075)  0.5005
Cl (0.20805, -4.37826, 10.93743)  0.5298
Cl (-0.22104, -4.94729, 8.13846)  0.5252
Cl (1.10562, -2.50608, 8.93110)  0.4750
C (5.62163, 9.30907, 5.30616)  -2.0163
Cl (5.28346, 10.31210, 6.72178)  0.4743
Cl (4.23152, 9.34410, 4.20987)  0.4808
Cl (7.04862, 9.93224, 4.46887)  0.5423
Cl (5.92162, 7.64107, 5.81592)  0.5153
C (0.86240, 11.73381, 1.25813)  -2.0393
Cl (0.49623, 12.75938, 2.64880)  0.5110
Cl (-0.51305, 11.73152, 0.14397)  0.5222
Cl (2.29084, 12.35429, 0.42571)  0.5029
Cl (1.17315, 10.08086, 1.81479)  0.5111
C (-1.48325, -1.94769, -4.77114)  -1.9607
Cl (-2.39372, -2.07232, -6.28599)  0.5286
Cl (0.21108, -2.36714, -5.06367)  0.5160
Cl (-1.58061, -0.28490, -4.16475)  0.5311
Cl (-2.16147, -3.07785, -3.56598)  0.7619
C (5.83862, 11.00606, 11.14226)  -2.0254
Cl (6.00514, 9.26909, 10.86188)  0.5180
Cl (4.77838, 11.70332, 9.90452)  0.4356
Cl (5.13754, 11.28335, 12.74231)  0.5305
Cl (7.42765, 11.77399, 11.05077)  0.5353
C (-13.87412, -6.50132, -3.26736)  -2.0523
Cl (-14.10816, -5.30637, -1.98527)  0.5267
Cl (-15.44627, -7.02384, -3.88364)  0.5284
Cl (-12.93584, -5.77966, -4.57993)  0.4926
Cl (-12.99924, -7.89682, -2.62202)  0.5148
C (4.29499, -0.41476, 10.50166)  -2.0466
Cl (5.08366, -1.92604, 10.96892)  0.5266
Cl (5.50617, 0.86466, 10.35700)  0.5246
Cl (3.48085, -0.63367, 8.94646)  0.4849
Cl (3.10399, 0.03375, 11.72854)  0.5247
C (-11.91591, -9.93903, -7.73665)  -2.0502
Cl (-12.10778, -8.73031, -6.46070)  0.4758
Cl (-13.50789, -10.44111, -8.31921)  0.5256
Cl (-10.99121, -9.24063, -9.07277)  0.5231
Cl (-11.05314, -11.34238, -7.09296)  0.5232
C (2.94166, 4.52636, -4.78699)  -2.0360
Cl (4.42176, 3.55810, -4.81329)  0.5862
Cl (2.94153, 5.56836, -3.35805)  0.5228
Cl (2.86557, 5.52399, -6.24521)  0.5230
Cl (1.54014, 3.45088, -4.73380)  0.5234
C (2.69791, 14.10010, -3.54802)  -2.0505
Cl (1.44355, 13.27558, -2.61742)  0.4893
Cl (2.93476, 13.26823, -5.09043)  0.5223
Cl (2.20845, 15.77248, -3.84902)  0.5229
Cl (4.21224, 14.08503, -2.63147)  0.5150

***

(2)
The following is a DFT calculation (the ωB97M-V functional and the def2-TZVPD basis) of C42H32MgN7O6PSSe as an isolated structure.

Properties
Charge: -2
Relative energy (zero: lowest compared OMol25 entry of this formula, charge and spin) in kcal per mole: 0.00
Highest occupied orbital energy in eV: -3.52

Each line ends with the Löwdin charge.
Element x y z (Å)
Mg (1.69274, 1.10649, -1.84438)  0.4236
O (4.84020, -0.56637, 0.79755)  0.0493
C (4.26981, -1.76691, 0.99738)  -0.2928
C (4.82220, -2.59373, 1.97885)  -0.0309
C (4.25361, -3.82006, 2.26070)  -0.1084
C (3.13056, -4.25328, 1.56494)  -0.0968
C (2.59357, -3.44114, 0.58482)  -0.0313
C (3.14304, -2.19703, 0.28214)  -0.0953
C (2.49082, -1.31805, -0.71706)  -0.4514
O (2.97993, -0.12829, -0.88499)  -0.1481
N (1.44897, -1.78482, -1.33796)  0.0789
N (0.94765, -0.80185, -2.17092)  -0.0396
C (0.12753, -1.18907, -3.06876)  -0.0896
C (-0.38027, -0.31705, -4.10460)  -0.1660
C (-1.39364, -0.81973, -4.93054)  -0.0776
C (-1.88107, -0.11246, -6.00674)  -0.1262
C (-1.30266, 1.12645, -6.29584)  -0.1093
C (-0.29433, 1.63794, -5.51914)  -0.0249
C (0.18710, 0.96434, -4.36759)  -0.3736
O (1.09508, 1.52016, -3.64487)  -0.1591
H (4.28298, -0.12001, 0.10246)  0.0741
H (5.69075, -2.23513, 2.51420)  0.1108
H (4.68058, -4.44263, 3.03671)  0.0991
H (2.66953, -5.20150, 1.79911)  0.1056
H (1.71231, -3.74470, 0.03909)  0.1105
H (-0.16892, -2.24142, -3.08381)  0.1281
H (-1.79351, -1.80204, -4.70349)  0.1028
H (-2.67432, -0.51356, -6.62316)  0.0828
H (-1.65390, 1.69628, -7.14910)  0.0946
H (0.15756, 2.59350, -5.74348)  0.1118
N (0.72213, 2.59224, 1.51628)  0.0992
C (-0.12337, 3.63282, 1.25075)  -0.3658
C (-0.08261, 4.78800, 2.04648)  -0.0415
C (-0.94164, 5.83923, 1.81420)  -0.1017
C (-1.87507, 5.77420, 0.78211)  -0.1051
C (-1.89870, 4.64971, -0.02020)  -0.0872
C (-1.02762, 3.58306, 0.18089)  -0.3226
P (-0.96494, 2.18483, -0.98029)  1.1081
C (-1.71540, 2.95939, -2.44453)  -0.3729
C (-2.98205, 2.68005, -2.93675)  -0.0783
C (-3.46115, 3.35779, -4.04964)  -0.0909
C (-2.68732, 4.33094, -4.65753)  -0.1016
C (-1.41892, 4.61445, -4.16749)  -0.0823
C (-0.92510, 3.92205, -3.07703)  -0.0994
C (-2.24169, 1.04656, -0.34541)  -0.3602
C (-2.76129, 1.15994, 0.94029)  -0.0843
C (-3.61395, 0.18742, 1.44296)  -0.0857
C (-3.96921, -0.90204, 0.66298)  -0.0926
C (-3.46864, -1.01308, -0.62742)  -0.0845
C (-2.60513, -0.05219, -1.12362)  -0.1169
H (1.27010, 2.67096, 2.35671)  0.0942
H (0.44503, 1.63629, 1.29557)  0.0299
H (0.63603, 4.83632, 2.85419)  0.1050
H (-0.88641, 6.71780, 2.44490)  0.0949
H (-2.55526, 6.59227, 0.59476)  0.0896
H (-2.59493, 4.60718, -0.85189)  0.1048
H (-3.59807, 1.92913, -2.45737)  0.0976
H (-4.44427, 3.12262, -4.43684)  0.0968
H (-3.06460, 4.85995, -5.52375)  0.0941
H (-0.79971, 5.35884, -4.64981)  0.1054
H (0.07725, 4.11548, -2.71519)  0.0919
H (-2.48808, 2.00406, 1.56002)  0.1023
H (-3.98842, 0.27572, 2.45385)  0.1023
H (-4.61874, -1.66750, 1.06257)  0.1015
H (-3.73410, -1.86294, -1.24249)  0.1040
H (-2.20707, -0.15335, -2.12401)  0.0880
O (-2.34568, -6.03442, 4.35457)  -0.3788
S (-1.39882, -6.50027, 5.34832)  0.3861
O (-1.78533, -6.22649, 6.72497)  -0.3789
O (-0.89149, -7.84303, 5.12068)  -0.3792
C (0.07853, -5.44332, 5.13814)  -0.3483
N (1.13785, -5.76529, 5.88112)  0.1138
C (2.18972, -4.97149, 5.77334)  -0.1295
C (2.21847, -3.85667, 4.95236)  -0.0169
C (1.06860, -3.61221, 4.21331)  -0.2192
N (0.00647, -4.41162, 4.31021)  0.1690
C (0.94388, -2.46175, 3.27738)  -0.1449
C (-0.14743, -2.38143, 2.41831)  0.0191
C (-0.22582, -1.32330, 1.52875)  -0.1024
N (0.67797, -0.34724, 1.46330)  0.0640
C (1.71643, -0.42903, 2.28965)  -0.1390
C (1.89721, -1.45483, 3.20009)  -0.0131
H (3.05847, -5.23511, 6.37119)  0.1023
H (3.10128, -3.24053, 4.88480)  0.0930
H (-0.90421, -3.15162, 2.44414)  0.1181
H (-1.04681, -1.25769, 0.82791)  0.0913
H (2.46530, 0.34940, 2.19480)  0.1169
H (2.78445, -1.45638, 3.81399)  0.1064
Se (2.67939, 3.38646, -1.01078)  0.5467
C (3.54458, 3.85559, -2.57840)  -0.8558
N (4.09601, 4.19978, -3.53194)  -0.0074

***

(3)
The following is a DFT calculation (the ωB97M-V functional and the def2-TZVPD basis) of C42H32N3O6P2ReS2Te as an isolated structure at a distorted geometry.

Properties
Charge: +1
Relative energy (zero: lowest compared OMol25 entry of this formula, charge and spin) in kcal per mole: 0.00
Highest occupied orbital energy (alpha / beta) in eV: -11.16 / -10.44
Spin multiplicity: 4

Each line ends with the Löwdin charge.
Element x y z (Å)
Re (0.36161, -1.32844, 0.29591)  1.2378
O (3.22969, -1.25797, -2.92232)  -0.2569
S (2.31999, -2.15416, -2.29599)  0.5459
O (1.35654, -2.86260, -3.06764)  -0.2498
O (1.74887, -1.32159, -1.12432)  -0.5349
C (3.23851, -3.43595, -1.39592)  -0.1998
C (4.44562, -3.72738, -2.01112)  -0.0247
C (5.26322, -4.80539, -1.57951)  -0.0101
C (4.79534, -5.59564, -0.54152)  -0.0396
C (3.55510, -5.32071, 0.01524)  -0.0383
C (2.79213, -4.22695, -0.34290)  -0.2709
S (1.40549, -3.91129, 0.60765)  0.5653
O (1.14904, -5.03078, 1.41687)  -0.2218
O (0.25795, -3.41196, -0.23979)  -0.4265
O (1.75278, -2.61783, 1.31436)  -0.4263
H (4.75802, -3.23660, -2.89662)  0.1075
H (6.19936, -4.98724, -2.01702)  0.0998
H (5.33910, -6.45970, -0.20867)  0.1129
H (3.14577, -5.94274, 0.83938)  0.1319
Te (-0.70685, 3.67102, 0.53967)  1.4790
C (-1.48473, 4.18808, -1.30989)  -0.5912
C (-2.72883, 3.71688, -1.74888)  -0.1307
C (-3.15565, 4.03977, -3.01176)  -0.1528
N (-2.44952, 4.77550, -3.86601)  0.0878
C (-1.26253, 5.23267, -3.44222)  -0.1187
C (-0.75845, 4.99061, -2.17099)  -0.1314
C (-0.31357, 1.58928, 0.21702)  -0.8584
P (1.01783, 0.95253, 1.05860)  0.7874
C (1.00770, 1.23509, 2.80078)  -0.4069
C (2.02271, 0.77600, 3.58324)  -0.1385
C (2.07633, 1.09957, 4.91018)  -0.0714
C (1.02192, 1.70177, 5.55298)  -0.0303
C (-0.05248, 2.16061, 4.73850)  -0.0609
C (-0.08711, 1.88207, 3.41766)  -0.1411
C (2.63294, 1.56964, 0.52923)  -0.3116
C (2.95760, 1.52762, -0.83287)  -0.0827
C (4.13512, 2.11309, -1.29804)  -0.0277
C (5.05928, 2.71433, -0.37646)  -0.0458
C (4.80843, 2.58376, 0.97907)  -0.0651
C (3.58137, 2.08845, 1.40234)  -0.0884
P (-1.10710, 0.30073, -0.67335)  0.8337
C (-1.00737, 0.33230, -2.47050)  -0.3567
C (-1.02532, -0.92822, -3.03376)  -0.1520
C (-1.36903, -1.10324, -4.36666)  -0.0369
C (-1.70891, 0.03856, -5.14424)  -0.0446
C (-1.66762, 1.33466, -4.62197)  -0.0409
C (-1.24104, 1.41716, -3.30022)  -0.0861
C (-2.94426, 0.25722, -0.45249)  -0.3447
C (-3.79017, -0.39385, -1.37363)  -0.0440
C (-5.21039, -0.27679, -1.20422)  -0.0196
C (-5.68674, 0.59845, -0.18727)  -0.0678
C (-4.84710, 1.11634, 0.79576)  -0.0672
C (-3.46473, 0.89658, 0.64328)  -0.1469
H (-3.28046, 3.06979, -1.02027)  0.1037
H (-4.10408, 3.66035, -3.36701)  0.1186
H (-0.71099, 5.84767, -4.16141)  0.1200
H (0.22311, 5.38441, -1.89374)  0.1039
H (2.83335, 0.12280, 3.20760)  0.1448
H (3.00854, 0.87173, 5.44176)  0.1273
H (1.12273, 2.07092, 6.57313)  0.1176
H (-0.78600, 2.72041, 5.24570)  0.1008
H (-0.88066, 2.41539, 2.90396)  0.0235
H (2.40301, 1.02674, -1.52205)  0.0541
H (4.42993, 2.17415, -2.37535)  0.1276
H (5.96998, 3.11537, -0.75688)  0.0975
H (5.52128, 2.95531, 1.70373)  0.1112
H (3.38689, 2.24840, 2.42890)  0.0819
H (-0.83572, -1.80556, -2.42500)  0.0814
H (-1.33666, -2.09939, -4.84051)  0.1259
H (-1.98674, -0.10748, -6.14151)  0.0871
H (-1.83170, 2.24371, -5.24626)  0.1232
H (-0.95462, 2.35726, -2.84374)  0.0793
H (-3.51093, -1.00386, -2.20633)  0.0957
H (-5.83858, -0.69260, -1.95634)  0.0965
H (-6.69652, 0.89723, -0.11100)  0.0916
H (-5.32810, 1.70514, 1.60567)  0.1234
H (-2.80696, 1.37664, 1.38721)  0.0804
N (-4.44549, -2.88350, 5.85964)  0.1970
C (-3.73374, -2.72411, 4.96627)  -0.1471
C (-2.76296, -2.54565, 3.91540)  -0.2065
C (-1.71809, -1.71521, 4.24346)  0.0309
C (-0.85107, -1.36800, 3.22552)  -0.0421
N (-1.05257, -1.76886, 1.93113)  -0.0686
C (-2.11071, -2.54603, 1.67269)  -0.0946
C (-2.94204, -3.02829, 2.65157)  0.0304
H (-1.70791, -1.26310, 5.20234)  0.1258
H (-0.06900, -0.65461, 3.40674)  0.0791
H (-2.21907, -2.92777, 0.68533)  0.1155
H (-3.76326, -3.69273, 2.48069)  0.1351

***

> Which of these has the lowest charge?

C42H32MgN7O6PSSe

***

> Number 1 is which compound?

C42H32Cl68N4O3

***

> relative energy (zero: lowest compared OMol25 entry of this formula, charge and spin) of number 2 (C42H32MgN7O6PSSe)?

0.00 kcal per mole